{
  "formula": "C38H46HfP2Si",
  "method": "ωB97M-V/def2-TZVPD",
  "energy_ev": -67891.031,
  "homo_ha": [-0.4548, -0.4547],
  "e_lumo_ev": [-8.38, -8.39],
  "charge": 2,
  "elements": ["Hf", "C", "C", "C", "C", "C", "C", "C", "C", "C", "H", "H", "H", "H", "H", "H", "H", "H", "H", "H", "H", "H", "H", "H", "H", "P", "P", "C", "C", "C", "C", "C", "C", "C", "C", "C", "C", "C", "C", "C", "C", "C", "C", "C", "C", "C", "C", "C", "C", "C", "C", "C", "C", "H", "H", "H", "H", "H", "H", "H", "H", "H", "H", "H", "H", "H", "H", "H", "H", "H", "H", "H", "H", "H", "H", "C", "Si", "C", "C", "H", "H", "H", "H", "H", "H", "H", "H", "H"],
  "positions_angstrom": [[-1.1888, 3.1306, -0.7202], [-0.8302, 5.7819, -2.0784], [-0.3823, 5.7445, -0.7916], [-1.0532, 6.2444, 0.4804], [-2.5540, 5.9528, 0.4703], [-2.7660, 4.4979, -0.0025], [-3.0114, 4.2491, -1.3677], [-3.3063, 5.3943, -2.3248], [-2.1327, 6.4020, -2.4713], [-0.3039, -0.0393, -0.4955], [-0.2222, 5.5146, -2.9652], [0.6647, 5.4722, -0.6694], [-0.9014, 7.3234, 0.6416], [-0.5903, 5.6928, 1.3336], [-2.8833, 6.0470, 1.5133], [-3.1909, 6.6587, -0.1004], [-3.1972, 3.8518, 0.7908], [-3.4399, 3.2704, -1.6162], [-4.1944, 5.9677, -2.0051], [-3.5184, 4.9704, -3.3245], [-2.1509, 6.6672, -3.5376], [-2.3658, 7.3340, -1.9278], [-1.0035, -0.9104, -0.6191], [-0.9702, 0.9339, -0.3865], [0.1076, -0.3599, 0.4962], [0.6527, 2.7361, 1.2283], [-2.6361, 1.3465, 1.5117], [-0.6167, 3.2309, 2.4113], [-1.9689, 2.8047, 2.3574], [2.3611, 3.0726, 1.7166], [2.6910, 4.3976, 2.1361], [4.0210, 4.7640, 2.3462], [5.0511, 3.8339, 2.1207], [4.7677, 2.5239, 1.6753], [3.4338, 2.1414, 1.4721], [0.5672, 3.2956, -1.8151], [-0.4735, 2.8907, -2.7786], [-0.1980, 2.9133, -4.1747], [1.0549, 3.4460, -4.5275], [2.0167, 3.8807, -3.5938], [1.8193, 3.7831, -2.2161], [-3.1229, 0.2633, 2.8066], [-2.1873, 0.1046, 3.8486], [-2.5989, -0.4289, 5.0613], [-3.9290, -0.8749, 5.1753], [-4.8421, -0.8154, 4.1065], [-4.4302, -0.2576, 2.8962], [-3.9112, 1.3144, 0.0776], [-3.6696, 0.3254, -0.9285], [-4.5191, 0.2405, -2.0363], [-5.6971, 0.9775, -2.0551], [-6.0346, 1.8042, -0.9894], [-5.1598, 1.9888, 0.0938], [-0.3076, 4.0412, 3.0882], [-2.7791, 3.4473, 2.7125], [1.8955, 5.1391, 2.2757], [4.2672, 5.7989, 2.6721], [6.0845, 4.1489, 2.2912], [5.6497, 1.8710, 1.4968], [3.1930, 1.1449, 1.0802], [-1.6526, 2.5865, -2.4761], [-0.9616, 2.5281, -4.9102], [1.2823, 3.5898, -5.5852], [2.9171, 4.4205, -3.9298], [2.6037, 4.0810, -1.5056], [-1.1797, 0.4768, 3.6694], [-1.8928, -0.4774, 5.8913], [-4.2525, -1.2685, 6.1366], [-5.8537, -1.2063, 4.2250], [-5.0957, -0.1950, 2.0349], [-2.8569, -0.3991, -0.8332], [-4.3264, -0.4457, -2.8390], [-6.4165, 0.8696, -2.8620], [-7.0037, 2.2891, -0.9980], [-5.4569, 2.6142, 0.9422], [2.5095, -1.3630, -1.0426], [1.0689, -0.3242, -1.7497], [2.2400, 0.7046, -2.7997], [0.0919, -1.0632, -3.2232], [3.0866, -0.7686, -0.3264], [3.2287, -1.6443, -1.8117], [2.2200, -2.2818, -0.5278], [2.9929, -0.0127, -3.1576], [1.7381, 1.1354, -3.6617], [2.7355, 1.4690, -2.2042], [0.7583, -1.5915, -3.9283], [-0.6362, -1.8156, -2.8790], [-0.4300, -0.2541, -3.7636]],
  "forces_ev_per_angstrom": [[5.5, -2.4, 6.1], [0.2, 1.3, 0.2], [0.7, 0.4, -0.4], [0.2, 0.0, -0.4], [-0.3, -0.8, 0.5], [-4.7, 2.8, -0.8], [-3.1, 2.2, 2.0], [0.5, -0.6, -0.7], [-0.7, 0.2, -0.5], [-0.4, -0.2, 0.9], [0.0, -0.1, 1.1], [-0.2, -0.1, 0.1], [0.2, -0.3, -0.1], [-0.3, 0.6, -0.6], [-0.1, -0.2, -0.2], [0.6, -0.5, 0.1], [0.7, 0.1, -1.2], [-0.1, -0.1, -0.1], [0.2, -0.6, 0.1], [0.0, 0.1, 0.6], [0.4, 0.1, 0.4], [0.3, -0.5, 0.0], [0.3, 1.0, -0.5], [1.4, -2.4, 0.0], [-0.3, 1.3, -0.3], [-1.6, -1.4, -0.3], [1.7, -0.5, -2.6], [-0.7, -0.4, -0.8], [0.3, 1.5, -0.8], [1.3, 1.3, -0.2], [0.1, -0.7, -0.2], [0.2, 0.2, 0.1], [-0.5, -0.1, 0.0], [0.2, 0.7, 0.3], [-0.8, 0.5, -0.1], [-1.9, -0.9, -1.6], [1.1, -0.2, -1.4], [-0.3, -0.1, 0.4], [-0.8, 0.1, -0.4], [0.1, 0.8, 0.4], [-0.8, -0.6, -0.8], [-0.9, -0.6, 0.8], [-0.5, 0.3, -0.4], [-0.5, -0.2, -0.4], [0.1, 0.1, 0.1], [0.7, -0.1, 0.1], [0.5, 0.2, 0.3], [-0.4, -0.1, 1.3], [0.1, 0.9, 0.1], [-0.3, 0.2, 0.7], [-0.1, 0.1, 0.0], [0.3, 0.3, 0.6], [0.3, -0.3, -0.7], [-0.6, -0.3, 0.0], [0.7, 0.1, 1.0], [0.3, -0.3, 0.0], [-0.2, -1.0, -0.3], [-0.4, -0.2, -0.1], [-1.1, 0.2, 0.1], [0.1, 0.4, 0.3], [2.7, 0.1, -1.9], [1.2, 0.6, 0.7], [-0.1, -0.2, 0.3], [-0.4, -0.6, -0.1], [-0.5, -0.1, -0.2], [-0.1, -0.1, 0.3], [-0.3, -0.2, -0.2], [0.0, 0.0, -0.2], [0.3, 0.1, 0.0], [0.0, 0.1, 0.3], [-0.2, 0.6, -0.1], [0.2, -0.3, -0.1], [0.2, 0.0, 0.0], [0.1, 0.0, 0.1], [0.2, -0.2, -0.4], [-0.8, -0.5, 0.7], [1.0, -1.6, -2.0], [-0.2, 0.8, 0.4], [0.2, -0.7, 0.5], [-0.1, 0.1, 0.1], [-0.3, 0.0, -0.2], [0.0, 0.0, 0.1], [-0.4, 0.2, 0.1], [0.2, 0.2, 0.0], [0.3, 0.0, -0.3], [-0.2, 0.4, 0.2], [0.0, 0.3, -0.2], [0.1, -0.3, 0.2]]
}

---

{
  "formula": "C4H10FN",
  "method": "ωB97M-V/def2-TZVPD",
  "energy_ev": -8513.618,
  "smiles": "NCCCCF",
  "homo_ha": -0.3427,
  "e_lumo_ev": 0.90,
  "de_lowest_kcal_mol": 93.6,
  "elements": ["N", "C", "C", "C", "C", "F", "H", "H", "H", "H", "H", "H", "H", "H", "H", "H"],
  "positions_angstrom": [[0.5868, -1.5736, 0.9900], [0.7480, -1.3827, -0.4288], [-0.2240, -0.5366, -1.2008], [-0.1189, 1.0143, -1.0850], [-0.9734, 1.1703, 0.2394], [0.1181, 1.4230, 1.4103], [-0.1444, -2.4694, 1.1293], [0.1037, -0.6631, 1.2414], [1.8297, -1.0382, -0.5352], [0.6106, -2.4507, -0.9333], [-1.3633, -0.8355, -0.9207], [0.0812, -0.7808, -2.2071], [1.0349, 1.2837, -0.9521], [-0.5749, 1.3956, -1.8611], [-1.8769, 2.0809, -0.0254], [-1.4614, 0.0935, 0.2923]],
  "forces_ev_per_angstrom": [[-3.6, -1.3, 1.1], [1.3, -2.9, -1.1], [-0.8, 0.3, -0.8], [3.3, -3.7, 6.4], [0.1, 1.8, -0.9], [-3.5, -0.5, -2.7], [2.2, 3.5, -0.2], [0.7, -1.9, 0.9], [-1.3, -0.3, -0.6], [0.9, 2.0, 0.9], [2.6, 0.1, -1.5], [-0.7, -0.3, -0.8], [-2.7, -0.1, -0.3], [-2.0, 2.5, -3.9], [2.9, -2.4, 2.0], [0.7, 3.0, 1.6]]
}

---

{
  "formula": "C34H79FN6O2",
  "method": "ωB97M-V/def2-TZVPD",
  "energy_ev": -52263.395,
  "multiplicity": 2,
  "homo_ha": [-0.3161, -0.4683],
  "e_lumo_ev": [-5.51, -5.51],
  "charge": 3,
  "elements": ["F", "C", "C", "N", "C", "C", "N", "C", "C", "H", "H", "H", "H", "H", "H", "H", "H", "H", "H", "H", "C", "C", "C", "C", "N", "C", "C", "C", "C", "C", "H", "H", "H", "H", "H", "H", "H", "H", "H", "H", "H", "H", "H", "H", "H", "H", "H", "H", "H", "H", "C", "C", "C", "C", "N", "C", "C", "C", "C", "C", "H", "H", "H", "H", "H", "H", "H", "H", "H", "H", "H", "H", "H", "H", "H", "H", "H", "H", "H", "H", "C", "N", "C", "C", "C", "C", "O", "H", "H", "H", "H", "H", "H", "H", "H", "H", "H", "H", "H", "H", "H", "C", "N", "C", "C", "C", "C", "O", "H", "H", "H", "H", "H", "H", "H", "H", "H", "H", "H", "H", "H", "H"],
  "positions_angstrom": [[0.7953, -0.5106, 0.6565], [2.6860, 1.8960, 4.0095], [1.7126, 2.3397, 2.8811], [2.3959, 2.9438, 1.7526], [2.2667, 2.5743, 0.3701], [3.1242, 3.3881, -0.3966], [3.8113, 4.1987, 0.4938], [3.4462, 3.8472, 1.7931], [4.6589, 5.2916, 0.1106], [3.4462, 1.2456, 3.5767], [2.1221, 1.3018, 4.7285], [3.1697, 2.7074, 4.5532], [0.9769, 3.0668, 3.2248], [1.2172, 1.4592, 2.4719], [1.4707, 1.8964, 0.0997], [3.2845, 3.4440, -1.4632], [3.7549, 4.2964, 2.7255], [4.5474, 5.4921, -0.9549], [5.7136, 5.0312, 0.2002], [4.4721, 6.1778, 0.7171], [0.2553, -7.1622, 3.6902], [-0.2734, -7.0876, 2.2251], [-0.5469, -5.6385, 1.8483], [-1.3119, -5.6006, 0.5166], [-1.3363, -4.2859, -0.2740], [-1.5062, -3.0383, 0.6165], [-2.2835, -2.0263, -0.1924], [-2.7083, -2.6850, -1.5335], [-2.4428, -4.1425, -1.3603], [0.0348, -4.2403, -1.0528], [-0.3228, -6.6820, 4.4797], [1.2121, -6.6441, 3.7540], [0.1586, -8.1801, 4.0681], [-1.1778, -7.6878, 2.1250], [0.4052, -7.4308, 1.4442], [0.4087, -5.1198, 1.7713], [-1.2713, -5.2441, 2.5609], [-2.3829, -5.6599, 0.7104], [-0.9723, -6.3333, -0.2155], [-0.6558, -2.7181, 1.2185], [-2.1974, -3.4538, 1.3498], [-1.6724, -1.1856, -0.5205], [-3.2004, -1.6958, 0.2958], [-2.1770, -2.2572, -2.3837], [-3.7947, -2.6531, -1.6163], [-2.2157, -4.5124, -2.3601], [-3.3514, -4.6854, -1.0999], [0.1150, -4.9674, -1.8608], [0.7571, -4.4823, -0.2731], [0.0540, -3.2318, -1.4660], [-1.6208, 2.2909, -0.7209], [-1.2345, 3.8278, -0.8683], [-2.0942, 4.6044, -1.8620], [-3.5682, 4.6878, -1.5153], [-4.2910, 5.5023, -2.6232], [-5.7748, 5.6101, -2.3449], [-6.3931, 5.8090, -3.7724], [-5.3372, 5.4935, -4.8323], [-4.1940, 4.8683, -4.0450], [-3.7403, 7.0029, -2.7406], [-2.5415, 2.1100, -0.1661], [-0.8324, 1.7804, -0.1678], [-1.7319, 1.8866, -1.7270], [-0.1474, 3.8659, -0.9390], [-1.3081, 4.3270, 0.0979], [-1.9381, 4.1873, -2.8569], [-1.6415, 5.5953, -1.8972], [-3.8664, 5.0989, -0.5508], [-4.1715, 3.7801, -1.5031], [-6.0509, 6.3840, -1.6287], [-6.0871, 4.6399, -1.9585], [-6.8402, 6.7840, -3.9666], [-7.2104, 5.0978, -3.8919], [-5.0602, 6.3380, -5.4633], [-5.5677, 4.7860, -5.6288], [-3.2049, 5.0375, -4.4704], [-4.3551, 3.7946, -3.9476], [-2.7498, 6.9595, -3.1935], [-3.6741, 7.4399, -1.7443], [-4.3796, 7.5571, -3.4279], [2.6063, -4.2352, 4.8529], [1.5783, -3.3264, 5.5702], [0.1220, -3.8392, 5.4329], [1.9393, -3.1796, 7.0916], [1.7254, -1.8293, 4.9598], [2.1367, -1.7516, 3.5775], [1.1774, -2.1889, 2.6712], [3.6206, -3.8379, 4.8910], [2.1685, -4.3194, 3.8582], [2.4996, -5.2342, 5.2755], [-0.2938, -3.5920, 4.4561], [-0.5473, -3.4171, 6.1826], [0.1242, -4.8999, 5.6837], [3.0254, -3.0970, 7.1326], [1.6746, -4.0450, 7.6991], [1.3270, -2.3355, 7.4091], [2.5897, -1.3934, 5.4608], [0.8292, -1.3027, 5.2880], [3.1600, -2.0822, 3.3995], [2.0827, -0.7240, 3.2182], [1.1006, -1.5497, 1.9590], [3.1639, -1.8277, -4.2141], [2.9504, -0.2798, -4.1744], [3.8275, 0.3107, -2.9893], [3.4303, 0.4022, -5.4906], [1.3562, 0.0296, -4.0960], [0.6723, -0.5207, -2.8368], [1.0436, 0.3634, -1.8339], [2.9111, -2.2875, -3.2587], [4.2225, -1.9605, -4.4375], [2.6437, -2.2001, -5.0965], [3.4187, 1.3143, -2.8713], [4.8904, 0.2383, -3.2195], [3.6365, -0.2602, -2.0806], [3.2670, 1.4788, -5.4404], [2.8852, 0.0131, -6.3506], [4.4658, 0.0663, -5.5449], [0.9043, -0.3485, -5.0130], [1.3649, 1.1185, -4.1452], [0.9749, -1.5474, -2.6309], [-0.4003, -0.5724, -3.0239], [0.6597, 0.1476, -0.9808]],
  "forces_ev_per_angstrom": [[-0.3, -0.3, 0.0], [-0.6, -0.1, -0.5], [1.0, 0.2, -0.3], [0.0, -0.8, -2.7], [0.7, 1.6, 0.1], [-1.6, -1.5, 2.3], [-0.3, -0.1, -0.6], [0.6, 0.4, 1.5], [0.5, -0.3, -0.1], [0.1, 0.1, 0.0], [-0.1, 0.1, 0.2], [-0.1, 0.1, -0.2], [-0.2, -0.1, 0.4], [-0.2, 0.0, 0.1], [0.4, -0.1, -0.2], [-0.1, 0.0, 0.2], [0.1, 0.3, -0.5], [-0.4, 0.2, 0.1], [0.2, 0.0, 0.4], [-0.1, 0.0, -0.1], [-0.5, -0.2, -0.5], [-0.3, 0.5, 0.8], [-1.0, -0.1, -0.9], [-1.1, 1.0, -0.7], [2.4, 0.1, -2.1], [-1.6, -1.4, 0.5], [0.2, 0.8, -1.5], [-0.5, 0.0, 1.3], [0.1, -0.9, -0.1], [-1.4, 0.5, 1.2], [-0.8, 0.6, -0.6], [0.4, -0.8, 0.1], [1.1, -0.2, -0.3], [-0.1, 0.0, 0.0], [0.4, -0.6, 0.5], [-0.2, 0.4, 0.4], [0.7, 0.6, 0.4], [0.0, -1.0, 0.2], [-0.2, -0.2, 0.2], [0.5, -0.1, -0.9], [-0.1, 0.1, 0.3], [0.0, 0.3, 0.8], [0.5, 0.2, 0.4], [-0.3, 0.0, 0.0], [0.1, 0.7, -0.6], [0.9, -0.7, 0.4], [0.2, 0.0, 0.7], [-0.5, -0.1, 0.2], [0.3, 0.6, -0.4], [0.6, -0.1, 0.2], [0.3, 1.5, 0.0], [-0.6, -1.6, 1.6], [1.2, -0.2, 0.3], [-1.1, 0.5, -1.3], [0.7, 1.9, 0.0], [-0.2, -0.4, -1.7], [-0.9, -0.4, -0.1], [0.9, -0.2, -0.3], [0.0, 0.5, 0.7], [0.0, -1.7, -0.1], [-0.2, 0.2, -0.1], [0.0, -0.1, -0.2], [0.1, -0.3, 0.0], [0.0, 0.2, -1.2], [-0.5, -0.1, 0.3], [-0.3, -0.1, -0.1], [-0.3, 0.2, 0.0], [0.6, 0.7, 0.0], [0.7, -0.6, -0.4], [0.5, 0.0, -0.1], [0.0, 0.1, 0.1], [0.2, 0.1, 0.4], [-0.1, 0.1, 0.2], [0.3, 0.4, 0.6], [-0.8, -0.3, 0.4], [-0.1, 0.1, 0.2], [0.0, 0.0, 0.3], [-0.1, -0.1, 0.2], [-0.3, -0.1, -0.1], [-0.2, -0.1, 0.3], [-2.3, 0.0, 0.3], [0.5, 0.9, 0.6], [0.9, 0.1, 0.4], [-0.5, -0.4, -1.5], [0.4, -1.2, 2.5], [-0.8, 1.7, -2.7], [-0.8, -3.2, 0.3], [-0.3, 0.0, 0.1], [0.6, 0.2, -0.3], [0.4, 0.2, 0.4], [0.5, -0.3, -0.1], [0.5, 0.6, 0.1], [0.2, 0.0, -0.5], [-0.2, 0.6, 0.2], [-0.3, -0.2, -0.5], [0.6, 0.1, 0.3], [-0.1, -0.1, 0.7], [-0.1, -0.1, -0.4], [0.0, -0.5, 0.0], [1.2, 0.9, 1.4], [-0.3, 1.0, -1.5], [0.6, 1.9, -0.9], [-0.8, -0.5, 0.1], [-1.8, -0.5, -0.8], [-0.1, -1.5, 1.1], [1.8, -0.5, 0.3], [0.8, 0.9, -0.5], [0.1, 0.5, -0.9], [-0.1, 0.2, -0.3], [0.1, -0.1, 0.3], [-0.4, -0.2, 0.4], [0.6, 0.0, 0.2], [-0.2, 0.2, -0.4], [-0.3, 0.1, -0.2], [0.3, -0.2, 0.3], [-0.1, -0.2, 0.2], [0.1, 0.7, -0.4], [0.4, -0.2, -0.1], [-0.4, -0.1, 0.4], [0.2, -0.2, 0.0], [-0.3, 0.2, -0.1], [0.1, -0.8, 1.5]]
}

---

{
  "formula": "C9H14N2OS",
  "method": "ωB97M-V/def2-TZVPD",
  "energy_ev": -25420.637,
  "smiles": "C=C1NC(=O)N[C@]1(C)CS/C=C/C",
  "homo_ha": -0.3072,
  "e_lumo_ev": 0.59,
  "de_lowest_kcal_mol": 85.6,
  "elements": ["C", "C", "N", "C", "O", "N", "C", "C", "C", "S", "C", "C", "C", "H", "H", "H", "H", "H", "H", "H", "H", "H", "H", "H", "H", "H", "H"],
  "positions_angstrom": [[1.7451, 0.5242, -0.4499], [0.8406, -0.3967, -0.1044], [0.4748, -1.4719, -0.8494], [-0.3791, -2.2860, -0.0113], [-0.8472, -3.3162, -0.3942], [-0.5361, -1.6990, 1.1504], [0.2551, -0.4610, 1.2947], [1.4109, -0.7076, 2.2448], [-0.5369, 0.6778, 1.8505], [-2.0600, 0.7909, 0.9480], [-1.6805, 0.6132, -0.7396], [-1.1886, 1.5968, -1.4705], [-0.9794, 1.5220, -2.8909], [2.2690, 0.5839, -1.4678], [2.0734, 1.3935, 0.0647], [1.1429, -1.9538, -1.4492], [-0.9005, -1.9468, 2.0515], [1.7842, 0.1496, 2.7878], [2.4080, -1.0129, 1.6997], [1.1378, -1.3603, 3.0473], [-0.7645, 0.4581, 2.8069], [0.1375, 1.6500, 1.8414], [-2.0193, -0.2097, -1.2007], [-0.9873, 2.3884, -0.7900], [-1.4974, 2.1923, -3.4215], [-1.2666, 0.6134, -3.2308], [-0.0360, 1.6679, -3.3175]],
  "forces_ev_per_angstrom": [[0.9, 0.0, -2.7], [2.2, 2.7, 0.1], [-1.0, -1.1, 1.0], [0.6, -1.1, -2.2], [-0.5, -1.3, -0.3], [0.9, 3.1, 2.5], [1.2, -1.5, -0.5], [3.1, -0.3, -0.5], [2.1, 2.5, -4.0], [-1.7, 0.9, 0.8], [0.4, 2.3, 0.5], [-0.1, -0.2, 2.1], [1.4, -0.1, 1.1], [-1.1, -0.7, 1.3], [-0.3, 0.3, 1.2], [-0.5, 0.2, 0.2], [-0.7, -1.3, -0.6], [-0.4, 0.9, -0.1], [-2.2, -0.1, 1.0], [-0.1, -0.9, 0.3], [-0.9, -0.5, 3.4], [-1.4, -1.9, -0.1], [-1.1, -3.3, -1.4], [0.7, 1.5, -0.4], [-2.5, 2.9, -1.7], [-1.0, -3.1, -1.0], [2.2, 0.2, 0.2]]
}